This record from OMol25 describes a structure of composition C30H45AuNO3P2S. The level of theory is ωB97M-V with the def2-TZVPD basis set.

Properties
**Total charge**: +1
**Orbital gap (alpha / beta)**: 8.309 / 5.546 eV
**Highest occupied orbital energy (alpha / beta)**: -0.3869 / -0.3871 Eh
**⟨S²⟩**: 2.013
**LUMO level (alpha / beta)**: -2.22 / -4.99 eV
**Multiplicity**: 3

Element x y z (Å)
Au: -0.5788 -0.3287 1.6046
C: -2.2606 -1.3582 3.1838
C: -1.8811 -2.4643 2.3579
C: -0.0002 -1.7740 3.5426
C: -1.0958 -0.9214 3.9125
C: -0.4761 -2.6940 2.5499
C: -3.6303 -0.8130 3.3416
H: -4.2001 -0.8950 2.4061
H: -3.5924 0.2455 3.6314
H: -4.1967 -1.3512 4.1188
C: -1.0652 0.0898 4.9941
H: -1.9203 0.7681 4.9157
H: -0.1548 0.6996 4.9276
H: -1.0930 -0.3768 5.9912
C: 1.3210 -1.8177 4.2161
H: 1.2979 -2.4384 5.1271
H: 1.6401 -0.8087 4.5097
H: 2.0853 -2.2324 3.5484
C: 0.3307 -3.7708 1.9322
H: 0.2918 -4.6926 2.5342
H: 1.3824 -3.4648 1.8565
H: -0.0331 -4.0183 0.9274
C: -2.7763 -3.2331 1.4618
H: -3.1350 -4.1626 1.9309
H: -2.2555 -3.5159 0.5371
H: -3.6643 -2.6482 1.1911
C: -1.2338 1.4916 0.4388
C: -2.3401 0.6153 0.4989
C: -2.8315 -0.2074 -0.6449
C: -1.7097 -0.9252 -1.4282
C: -0.5651 -1.3862 -0.5908
C: 0.5846 -0.6300 -0.3378
C: 0.8312 0.7287 -0.9211
C: -0.3466 1.7153 -0.7460
H: -3.4049 0.4192 -1.3524
H: -1.3661 -0.2706 -2.2476
H: -3.5427 -0.9567 -0.2570
H: -0.9466 1.7467 -1.6688
H: -1.3525 2.3625 1.0869
H: -3.0888 0.8621 1.2541
H: 0.0998 2.7149 -0.6216
H: 1.7146 1.1453 -0.4135
H: 1.4865 -1.1722 -0.0456
H: 1.0950 0.6687 -1.9920
H: -2.1611 -1.8053 -1.9170
H: -0.4896 -2.4648 -0.4508
P: -0.8511 0.8193 -4.9429
C: -0.9316 2.6646 -4.9546
C: -2.2295 0.5169 -6.1339
P: 1.4246 -0.9585 -5.7132
C: 0.5695 0.6424 -6.1292
C: 0.9176 -1.9285 -7.2008
C: 3.1002 -0.4859 -6.3276
H: -0.0631 3.0550 -4.4099
H: -1.8478 2.9764 -4.4377
H: -0.9326 3.0535 -5.9814
H: -2.1349 1.1583 -7.0195
H: -3.1667 0.7471 -5.6113
H: -2.2380 -0.5381 -6.4324
H: 3.0601 -0.0991 -7.3535
H: 3.7381 -1.3768 -6.2895
H: 3.5112 0.2776 -5.6571
H: 1.2829 1.4661 -5.9656
H: 0.2149 0.6517 -7.1746
H: 1.5159 -2.8482 -7.2094
H: 1.0949 -1.3641 -8.1248
H: -0.1419 -2.1954 -7.1157
O: 2.8211 -0.1939 1.7634
C: 2.3020 0.7745 2.3502
N: 0.9938 1.2016 2.1920
S: 0.6898 2.7357 2.7769
O: -0.4762 2.7854 3.6256
O: 0.8210 3.7381 1.7411
C: 2.1564 2.6887 3.7466
C: 2.4771 3.5279 4.7989
C: 3.7162 3.3519 5.4304
C: 4.5677 2.3124 5.0115
C: 4.1866 1.4322 4.0016
C: 2.9589 1.6240 3.3695
H: 1.7595 4.2810 5.1154
H: 4.0166 4.0178 6.2252
H: 5.5405 2.2051 5.4868
H: 4.8043 0.6079 3.6562


This record from OMol25 describes a structure of composition C30H45AuNO3P2S. The level of theory is ωB97M-V with the def2-TZVPD basis set.

Properties
**Total charge**: +1
**Orbital gap (alpha / beta)**: 3.616 / 4.655 eV
**Highest occupied orbital energy (alpha / beta)**: -0.2337 / -0.3576 Eh
**⟨S²⟩**: 2.017
**LUMO level (alpha / beta)**: -2.74 / -5.08 eV
**Multiplicity**: 3

Element x y z (Å)
Au: -3.4645 1.1464 -0.9336
C: -0.7486 3.1181 1.2871
C: -1.9904 3.3028 0.7024
C: -1.9205 1.1713 1.6682
C: -0.7138 1.8083 1.8835
C: -2.8422 2.0928 0.9278
C: 0.3244 4.1251 1.4361
H: 0.1730 4.9789 0.7684
H: 1.3018 3.6760 1.2155
H: 0.3795 4.5132 2.4663
C: 0.4047 1.2680 2.6857
H: 1.2688 1.9402 2.6699
H: 0.7098 0.2906 2.2746
H: 0.1249 1.0913 3.7369
C: -2.2462 -0.1803 2.1428
H: -2.3862 -0.1932 3.2370
H: -1.4221 -0.8789 1.9098
H: -3.1689 -0.5329 1.6688
C: -4.1995 2.3441 1.5403
H: -4.1361 2.9775 2.4398
H: -4.6698 1.3974 1.8287
H: -4.8355 2.8516 0.8081
C: -2.4388 4.5551 0.0752
H: -2.5759 5.3579 0.8253
H: -3.3961 4.4093 -0.4494
H: -1.6849 4.9160 -0.6493
C: 4.0262 -0.5011 0.0082
C: 3.4301 0.6708 0.2664
C: 2.4204 1.4275 -0.5568
C: 2.1732 0.8953 -1.9735
C: 1.2099 -0.2961 -1.9691
C: 1.7718 -1.5815 -2.2764
C: 2.8381 -2.1599 -1.5911
C: 4.0852 -1.3396 -1.2216
H: 2.7616 2.4730 -0.6875
H: 3.1329 0.6630 -2.4467
H: 1.4680 1.5133 0.0022
H: 4.4273 -0.7947 -2.1104
H: 4.6810 -0.8720 0.7977
H: 3.6958 1.1913 1.2063
H: 4.8455 -2.1081 -1.0048
H: 2.3119 -2.6955 -0.2187
H: 1.2342 -2.1810 -3.0120
H: 3.1513 -3.1243 -2.0249
H: 1.7601 1.7259 -2.5611
H: 0.6640 -0.3690 -0.9982
P: -0.6813 0.1729 -2.8693
C: -0.2171 -0.0042 -4.6370
C: -1.0700 1.9412 -2.7698
P: -3.8042 -0.2334 -2.5878
C: -2.1257 -0.9828 -2.8161
C: -4.5432 0.3413 -4.1500
C: -4.8784 -1.6121 -2.0881
H: 0.0343 -1.0454 -4.8572
H: 0.6637 0.6131 -4.8646
H: -1.0472 0.2930 -5.2946
H: -1.8657 2.1877 -3.4870
H: -0.1858 2.5651 -2.9747
H: -1.4069 2.1528 -1.7463
H: -5.1780 -2.1918 -2.9748
H: -5.7641 -1.1686 -1.6064
H: -4.3318 -2.2455 -1.3731
H: -1.9360 -1.6182 -1.9320
H: -2.1217 -1.6250 -3.7208
H: -5.6409 0.3204 -4.0028
H: -4.2723 -0.3323 -4.9853
H: -4.2360 1.3783 -4.3747
O: 4.6758 -3.6203 1.0139
S: 3.3643 -4.1213 1.3456
O: 3.0093 -5.4768 1.0342
N: 2.2102 -3.0370 0.8116
C: 1.5039 -2.3744 1.7731
O: 0.6213 -1.5328 1.5177
C: 1.9664 -2.8246 3.1148
C: 1.6671 -2.3044 4.3961
C: 2.3466 -2.7881 5.5233
C: 3.3403 -3.7793 5.3915
C: 3.6629 -4.2689 4.1197
C: 2.9679 -3.7740 3.0194
H: 0.9141 -1.5216 4.4906
H: 2.1202 -2.4032 6.5234
H: 3.8616 -4.1508 6.2698
H: 4.4411 -5.0123 3.9744


Record order is preserved below.
ΔE to the lowest compared entry with this formula, charge and spin: 0.00; 270.22 kJ/mol